No. 1
84
Properties=species:S:1:pos:R:3:mulliken_spin:R:1 method="wB97M-V/def2-TZVPD" homo_ha="-0.47257 / -0.46771" s_squared=6.026 energy_ha=-2400.739650 total_charge=+3 relative_energy_kcal_mol=76.6 spin_multiplicity=5 orbital_gap_ev="7.40 / 4.61"
Ru -20.664 -14.307 -10.957 2.81
N -21.073 -16.389 -10.633 -0.05
C -21.827 -16.502 -9.290 0.02
C -22.672 -17.753 -9.076 0.00
C -24.050 -17.821 -9.752 0.00
C -25.279 -17.366 -8.903 0.00
N -25.470 -18.144 -7.688 0.00
C -25.546 -17.673 -6.422 0.00
N -25.189 -16.439 -6.119 0.00
N -25.922 -18.434 -5.408 0.00
C -22.645 -15.258 -9.068 0.00
O -23.522 -15.037 -8.301 0.03
O -22.217 -14.273 -9.886 0.15
H -21.665 -16.754 -11.324 0.00
H -20.262 -16.947 -10.573 0.00
H -21.060 -16.399 -8.485 0.01
H -22.736 -17.815 -7.916 0.00
H -22.190 -18.623 -9.389 0.00
H -24.263 -18.859 -9.891 0.00
H -24.019 -17.226 -10.687 0.00
H -26.095 -17.514 -9.636 0.00
H -25.285 -16.337 -8.629 0.00
H -25.572 -19.157 -7.864 0.00
H -24.492 -15.941 -6.687 0.00
H -25.216 -16.293 -5.164 0.00
H -26.321 -19.382 -5.569 0.00
H -25.831 -18.249 -4.455 0.00
N -20.845 -8.181 -11.715 0.02
C -20.985 -9.463 -11.607 0.02
C -21.377 -10.096 -10.403 0.00
C -21.223 -11.494 -10.244 0.02
N -20.596 -12.330 -11.106 -0.07
C -20.356 -11.697 -12.350 0.00
C -20.520 -10.354 -12.617 0.01
H -21.218 -7.750 -10.909 0.00
H -20.465 -7.682 -12.447 0.00
H -21.862 -9.611 -9.579 0.00
H -21.601 -11.826 -9.301 0.00
H -20.062 -12.419 -13.143 0.01
H -20.370 -9.903 -13.602 0.00
C -11.270 -8.094 -0.333 0.00
Si -10.954 -8.786 1.367 0.00
C -10.145 -10.416 1.351 0.00
C -10.223 -7.490 2.459 0.00
C -12.836 -9.206 1.818 0.00
Te -13.792 -7.822 3.141 0.07
C -13.356 -6.148 1.870 0.01
Si -14.688 -5.737 0.635 0.10
C -15.420 -7.142 -0.370 0.01
C -13.278 -4.621 -1.194 0.67
C -15.818 -4.356 1.062 0.01
H -10.438 -8.113 -1.073 0.00
H -11.277 -6.981 -0.064 0.00
H -12.116 -8.491 -0.821 0.00
H -10.171 -10.868 0.371 0.00
H -10.306 -11.148 2.187 0.00
H -9.080 -10.244 1.492 0.00
H -9.177 -7.452 2.504 0.00
H -10.613 -7.581 3.489 0.00
H -10.594 -6.476 2.128 0.00
H -12.863 -10.146 2.322 0.00
H -13.316 -9.276 0.904 0.00
H -12.466 -6.342 1.267 0.00
H -13.374 -5.256 2.549 0.00
H -14.867 -8.068 -0.407 0.00
H -15.683 -6.981 -1.435 0.00
H -16.473 -7.227 -0.023 0.00
H -13.050 -5.774 -1.314 0.06
H -12.622 -4.024 -0.590 0.03
H -14.013 -4.075 -1.769 0.02
H -15.387 -3.496 1.528 0.00
H -16.409 -4.719 1.837 0.01
H -16.489 -4.112 0.236 0.00
C -15.934 -15.360 -11.665 0.07
C -16.368 -14.743 -10.481 -0.02
C -17.684 -14.524 -10.313 -0.05
C -18.639 -14.723 -11.311 0.00
C -18.227 -15.306 -12.578 0.06
C -16.862 -15.540 -12.712 -0.01
H -14.916 -15.796 -11.908 0.00
H -15.607 -14.667 -9.585 0.00
H -18.199 -14.099 -9.495 -0.02
H -18.792 -15.659 -13.436 0.00
H -16.530 -15.834 -13.691 0.00

No. 2
94
Properties=species:S:1:pos:R:3:lowdin_charge:R:1 method="wB97M-V/def2-TZVPD" homo_ha=-0.30653 energy_ha=-3761.085595 total_charge=0 relative_energy_kcal_mol=0.0 orbital_gap_ev=5.94
C -3.292 -6.655 6.408 -0.12
C -2.680 -7.036 5.025 -0.25
C -2.038 -5.758 4.393 -0.21
C -2.739 -5.294 3.076 -0.21
C -1.698 -4.477 2.231 -0.19
C -1.704 -3.003 2.744 -0.18
C -0.433 -2.617 3.599 -0.20
C 0.341 -1.493 2.928 -0.22
C 1.612 -1.625 2.396 -0.56
I 2.526 -3.534 2.566 0.99
C 2.315 -0.541 1.736 -0.33
P 4.017 -0.519 0.997 0.87
N 4.915 0.422 2.172 -0.14
O 4.795 -1.978 1.017 -0.40
C 1.641 0.685 1.641 -0.07
B 2.311 1.953 0.900 -0.50
C 2.444 3.379 1.609 -0.02
O 2.776 1.885 -0.412 0.07
C 0.331 0.863 2.201 -0.16
N -0.228 2.100 2.042 0.16
C -1.413 2.185 2.599 -0.29
P -2.265 3.837 2.445 0.74
O -1.630 4.738 1.460 -0.44
C -2.070 1.107 3.303 -0.27
C -3.442 1.331 3.960 -0.07
C -3.249 1.845 5.433 -0.36
C -1.843 1.646 6.009 -0.04
F -4.135 1.183 6.287 -0.03
N -1.554 -0.097 3.421 0.20
C -0.314 -0.208 2.850 -0.14
H -3.494 -7.542 7.031 0.07
H -4.215 -6.075 6.231 0.07
H -2.578 -5.993 6.928 0.07
H -1.866 -7.767 5.172 0.10
H -3.454 -7.481 4.381 0.10
H -0.990 -5.973 4.121 0.10
H -2.068 -4.900 5.087 0.10
H -3.107 -6.142 2.472 0.10
H -3.628 -4.676 3.299 0.11
H -0.704 -4.941 2.234 0.09
H -2.128 -4.451 1.211 0.10
H -1.761 -2.275 1.916 0.10
H -2.602 -2.809 3.352 0.10
H -0.830 -2.186 4.538 0.11
H 0.171 -3.479 3.892 0.03
H 5.544 0.977 1.593 0.04
H 4.284 1.045 2.673 0.03
H 5.390 -1.977 1.788 0.04
H 2.080 3.293 2.645 0.06
H 3.473 3.763 1.538 0.07
H 1.739 4.031 1.059 0.08
H 2.070 1.661 -1.032 0.11
H -3.612 3.562 2.079 0.02
H -2.256 4.402 3.753 0.02
H -4.077 2.014 3.386 0.08
H -3.904 0.334 4.046 0.13
H -3.454 2.930 5.441 0.13
H -1.088 2.304 5.542 0.09
H -1.466 0.616 5.902 0.08
H -1.841 1.878 7.085 0.09
C 4.818 -0.704 -2.728 -0.13
O 5.178 -0.672 -4.124 -0.23
P 3.905 -0.591 -5.227 0.63
O 4.705 -0.917 -6.445 -0.27
O 3.730 1.018 -4.981 -0.29
C 4.821 1.881 -5.282 -0.11
O 2.367 -0.700 -5.835 -0.28
C 2.096 -0.008 -7.051 -0.11
H 5.730 -0.650 -2.139 0.08
H 4.182 0.148 -2.473 0.07
H 4.298 -1.633 -2.494 0.08
H 5.508 1.434 -6.001 0.09
H 5.361 2.127 -4.366 0.08
H 4.412 2.799 -5.705 0.09
H 2.653 -0.442 -7.879 0.09
H 2.320 1.054 -6.958 0.08
H 1.032 -0.116 -7.261 0.08
C 0.254 4.013 -4.695 -0.12
O -0.043 3.520 -6.014 -0.26
P -1.460 2.591 -6.188 0.70
O -1.024 2.119 -7.550 -0.27
O -2.381 3.943 -6.247 -0.29
C -2.071 4.945 -7.209 -0.11
O -2.842 1.644 -6.141 -0.30
C -3.693 1.671 -7.277 -0.12
H 1.122 4.667 -4.764 0.09
H -0.588 4.583 -4.293 0.08
H 0.490 3.183 -4.027 0.08
H -1.508 4.542 -8.052 0.09
H -1.498 5.746 -6.739 0.09
H -3.013 5.356 -7.574 0.09
H -3.197 1.232 -8.141 0.08
H -4.022 2.685 -7.502 0.08
H -4.568 1.067 -7.035 0.09

No. 3
86
Properties=species:S:1:pos:R:3:lowdin_charge:R:1 method="wB97M-V/def2-TZVPD" homo_ha=-0.18317 energy_ha=-3647.978298 total_charge=-1 relative_energy_kcal_mol=0.0 orbital_gap_ev=7.55
C 2.199 -1.817 -5.415 -0.06
C 1.410 -0.871 -4.571 -0.20
H 2.690 -1.223 -6.199 0.09
H 1.550 -2.530 -5.947 0.09
H 2.998 -2.333 -4.881 0.05
C 0.382 -0.194 -5.101 -0.11
C -0.048 -0.298 -6.521 -0.11
H -0.114 0.569 -4.519 0.08
H -0.473 -1.286 -6.713 0.07
H 0.715 -0.086 -7.292 0.08
H -0.814 0.462 -6.701 0.07
Hg -0.690 -1.110 2.278 0.41
Cl 1.779 -0.152 2.887 -0.22
Cl -1.593 -3.317 1.997 -0.19
C -1.000 3.179 0.869 -0.44
O -2.026 3.440 0.265 -0.02
N -0.169 4.053 1.443 -0.18
C -0.536 5.449 1.376 -0.07
C 1.212 3.728 1.783 -0.06
H -0.650 2.114 0.986 -0.11
H -1.599 5.564 1.585 0.08
H -0.322 5.871 0.387 0.08
H 0.052 5.986 2.118 0.08
H 1.362 2.643 1.807 0.05
H 1.440 4.144 2.773 0.08
H 1.909 4.174 1.057 0.08
H -2.622 -1.858 -2.441 0.07
H -2.362 0.353 -3.617 0.07
C -3.242 -1.415 -1.651 -0.05
C -3.177 0.670 -2.949 -0.08
N -3.048 0.025 -1.655 -0.20
H -2.952 -1.820 -0.674 0.07
C -3.196 0.726 -0.476 -0.37
O -3.353 0.204 0.623 -0.06
H -3.130 1.759 -2.833 0.08
H -3.129 1.829 -0.605 0.11
H -4.291 -1.657 -1.886 0.09
H -4.113 0.383 -3.444 0.08
O 1.038 -1.801 -2.370 -0.16
C 1.762 -0.795 -3.068 -0.27
C 0.136 0.922 -2.279 -0.15
C 1.461 0.545 -2.448 -0.19
H -0.635 0.145 -2.325 0.09
C -0.152 2.269 -2.087 -0.11
H 2.843 -0.976 -2.940 0.14
C 2.504 1.394 -2.059 -0.02
H -1.185 2.593 -2.133 0.09
C 0.875 3.177 -1.886 -0.10
C 2.194 2.721 -1.784 -0.10
H 3.522 0.987 -2.020 0.11
H 0.638 4.248 -1.790 0.11
H 2.992 3.437 -1.579 0.10
Si 1.149 -3.407 -2.113 0.39
Cl -0.365 0.505 0.560 0.22
C -0.602 -3.921 -2.371 -0.15
C 1.544 -3.571 -0.264 -0.16
C 2.684 -4.037 -2.955 -0.17
H -1.027 -3.408 -3.239 0.02
H -1.175 -3.597 -1.491 0.03
H -0.770 -4.999 -2.488 0.03
H 2.614 -4.282 -4.025 0.02
H 3.054 -4.943 -2.452 0.03
H 3.490 -3.286 -2.847 0.04
H 2.238 -2.772 0.059 0.04
H 1.989 -4.552 -0.062 0.02
H 0.632 -3.442 0.346 -0.04
C 0.289 2.098 4.788 -0.14
N 0.212 0.850 5.535 -0.21
C 1.486 0.383 6.091 -0.10
C -0.783 -0.019 5.270 -0.79
S -2.036 0.357 4.183 0.65
N -0.745 -1.240 5.897 -0.22
C -0.585 -1.230 7.356 -0.07
C -1.610 -2.307 5.406 -0.14
H 0.887 2.814 5.364 0.09
H -0.715 2.491 4.597 0.05
H 0.792 1.921 3.823 0.00
H 1.433 0.370 7.186 0.07
H 1.754 -0.607 5.706 0.07
H 2.258 1.098 5.781 0.08
H -1.507 -1.603 7.828 0.09
H 0.241 -1.901 7.635 0.09
H -0.383 -0.213 7.698 0.08
H -2.672 -2.028 5.456 0.07
H -1.384 -2.545 4.360 -0.05
H -1.430 -3.204 6.009 0.09